(1)
18
Properties=species:S:1:pos:R:3:forces:R:3 method="wB97M-V/def2-TZVPD" relative_energy_kcal_mol=34.8 orbital_gap_ev=8.3 total_energy_ha=-774.7583 smiles="N[C@]1(S)CC=NC(=[NH2+])N1" max_force_ev_per_a=4.0 charge=+1
N 1.61453 1.54299 -0.37199 -1.019 -0.048 -1.575
C 0.98255 0.36445 0.00169 -0.058 -3.902 -0.480
S 2.06064 -0.43975 1.43309 -0.748 0.824 -1.060
C 0.70001 -0.74020 -1.24165 -0.878 2.045 2.415
C -0.60484 -1.55863 -0.87415 1.509 -0.469 -1.145
N -1.55658 -1.17611 -0.12886 0.001 0.119 0.597
C -1.46480 0.03846 0.50931 2.464 2.483 -0.347
N -2.57523 0.54786 0.96815 -1.069 -2.933 -0.749
N -0.30048 0.73715 0.57774 -0.876 -3.428 -1.842
H 2.46399 1.38057 -0.87267 0.593 0.173 0.029
H 1.71150 2.09723 0.43762 0.868 1.135 0.689
H 1.72133 -1.61617 0.98835 -0.074 -1.225 0.157
H 1.57488 -1.37842 -1.30739 -0.117 -0.123 -0.298
H 0.58461 -0.06531 -2.12860 -0.148 -0.969 0.456
H -0.74573 -2.60522 -1.27040 0.431 1.234 0.129
H -3.36750 -0.09237 0.88955 0.179 0.441 0.094
H -2.73472 1.40938 1.37902 0.140 1.887 0.868
H -0.06416 1.55409 1.01119 -1.197 2.757 2.060


(2)
72
Properties=species:S:1:pos:R:3:forces:R:3 method="wB97M-V/def2-TZVPD" relative_energy_kcal_mol=0.0 orbital_gap_ev=9.3 total_energy_ha=-3111.8648 max_force_ev_per_a=1.2 charge=+1
C 2.52996 -0.09866 2.02482 0.072 0.195 0.004
C 1.78142 0.17363 0.70945 0.250 0.041 0.098
Cl 3.00772 0.71836 -0.46901 -0.056 0.085 -0.202
C 0.63953 1.22915 0.91750 -0.097 -0.163 -0.195
Cl 0.51352 2.44773 -0.34664 0.342 0.171 -0.106
N -0.76166 0.58022 1.13361 0.263 -0.090 0.274
C -1.68358 1.43378 2.01144 0.164 0.699 -0.520
C -1.71503 2.92450 1.72279 -0.286 0.359 0.443
O -0.69727 3.67602 2.38225 0.104 -0.045 -0.363
C -0.57473 -0.72874 1.92015 -0.459 -0.039 0.181
O -1.82447 -1.02964 2.50233 0.433 -0.265 0.077
O -1.77062 -2.43138 2.78472 -0.204 0.359 0.106
P -1.63804 0.11019 -0.41226 -0.233 -0.812 0.055
N -2.69294 -0.96630 -0.14716 -0.023 0.044 -0.386
O -2.21375 1.48609 -0.93125 -0.020 0.191 -0.205
O -0.39470 -0.32445 -1.22465 -0.043 0.542 0.728
H 2.84617 -1.13807 2.07773 -0.021 -0.018 -0.008
H 1.94428 0.16606 2.90650 -0.026 -0.181 -0.010
H 3.42140 0.52787 2.06439 -0.036 -0.053 -0.003
H 1.41647 -0.73697 0.24354 -0.230 0.065 0.210
H 0.86045 1.80435 1.81409 -0.136 -0.204 0.086
H -2.69110 1.04453 1.87012 0.142 -0.230 0.154
H -1.36547 1.28944 3.04603 -0.117 -0.239 -0.033
H -1.71290 3.15390 0.66194 0.141 0.010 0.107
H -2.67270 3.29062 2.11010 -0.073 -0.203 -0.100
H -0.23360 3.14162 3.03110 -0.061 -0.017 0.178
H -0.26513 -1.53288 1.25611 0.066 0.006 -0.059
H 0.16642 -0.52727 2.69195 -0.027 -0.011 -0.043
H -2.03039 -2.81663 1.92762 0.149 0.019 -0.077
H -3.63566 -0.63447 -0.31852 -0.102 -0.105 0.366
H -2.05793 1.61133 -1.88066 0.033 0.214 0.073
H -0.66486 -0.25870 -2.19979 0.271 -0.782 -0.914
C -0.06714 -4.61761 0.15345 0.220 0.079 0.206
O -0.38019 -3.54598 0.66489 -0.183 -0.019 -0.216
N 1.07370 -5.25794 0.52941 0.066 -0.075 -0.106
N -0.81096 -5.21365 -0.81266 -0.014 0.015 -0.094
H 1.38036 -6.13441 0.14682 -0.136 -0.089 0.122
H 1.61917 -4.82992 1.25787 0.051 0.014 -0.014
H -1.65034 -4.74834 -1.10392 0.003 -0.012 0.025
H -0.57140 -6.09369 -1.22990 -0.022 -0.028 0.054
C 3.77520 -3.11572 -1.08878 -0.048 0.010 -0.140
O 3.80204 -2.98695 0.12785 -0.049 0.139 0.112
N 4.57780 -2.39843 -1.92273 -0.029 0.006 0.051
N 2.91370 -3.99871 -1.67988 0.176 0.168 0.108
H 4.56742 -2.49543 -2.92027 0.006 -0.032 0.006
H 5.21623 -1.74918 -1.50198 0.009 -0.010 0.005
H 2.35000 -4.50777 -1.02277 -0.157 -0.056 -0.202
H 2.82762 -4.13709 -2.66849 0.040 -0.003 0.009
C 3.64245 3.46152 -4.59727 -0.054 -0.024 0.079
O 4.34280 3.73627 -5.54840 0.026 -0.004 -0.046
N 2.27429 3.38277 -4.69067 -0.002 -0.028 -0.006
N 4.15317 3.20403 -3.35171 -0.009 -0.055 0.026
H 1.67978 3.15477 -3.91786 0.022 0.000 0.016
H 1.86801 3.56912 -5.58806 0.020 0.024 0.002
H 5.14943 3.25241 -3.24712 -0.006 0.033 -0.015
H 3.58721 2.97457 -2.55655 -0.006 0.019 -0.010
C -2.11728 -0.97322 -4.07452 -0.284 -0.307 -0.037
O -1.12048 -0.39365 -3.60822 0.022 0.525 -0.050
N -2.44053 -0.83920 -5.37560 0.075 0.050 0.069
N -2.90845 -1.75514 -3.30687 0.155 0.055 0.005
H -3.23091 -1.29364 -5.79423 0.007 -0.019 0.007
H -1.84930 -0.26336 -5.94799 0.012 -0.016 -0.010
H -2.67989 -1.84412 -2.32607 -0.103 0.003 0.039
H -3.71406 -2.23225 -3.66817 -0.004 0.017 -0.016
C -3.16533 3.58562 6.00868 0.054 -0.012 -0.129
O -3.84436 3.08197 6.87546 -0.034 -0.019 0.055
N -2.61775 4.83252 6.10987 0.012 -0.022 0.028
N -2.88782 2.92280 4.82739 0.076 -0.059 0.030
H -2.06037 5.25576 5.39240 -0.021 -0.005 -0.016
H -2.80028 5.34362 6.95375 -0.004 0.000 -0.004
H -3.28253 2.00611 4.72453 -0.057 0.020 0.054
H -2.32695 3.31355 4.09576 -0.009 0.180 0.089


(3)
8
Properties=species:S:1:pos:R:3:forces:R:3 method="wB97M-V/def2-TZVPD" relative_energy_kcal_mol=124.3 orbital_gap_ev=8.6 total_energy_ha=-528.6436 smiles="C1=C2NN[P@H]=12" max_force_ev_per_a=2.3
C 1.03324 -0.64114 1.78232 -0.769 0.310 -1.040
C 0.20664 0.05408 1.10282 -0.478 -0.094 0.943
N -0.89570 0.51671 0.34257 -0.014 1.787 -0.680
N -0.49072 -0.10428 -0.89330 -0.209 0.796 0.013
P 0.86072 -1.05255 -0.42684 0.984 0.531 0.735
H -1.04908 1.54249 0.07160 0.980 -1.501 1.469
H -1.29637 -0.41119 -1.33346 -1.528 -1.477 -0.969
H 1.63126 0.09588 -0.64571 1.034 -0.351 -0.471


(4)
50
Properties=species:S:1:pos:R:3:forces:R:3 method="wB97M-V/def2-TZVPD" relative_energy_kcal_mol=69.7 orbital_gap_ev=7.2 total_energy_ha=-2151.1507 smiles="COC(=O)C(CCCS(C)(=O)=O)(Cc1ccc(NS(=O)(=O)[O-])cc1)C(=O)OC" max_force_ev_per_a=4.5 charge=-1
C 0.04111 -3.90163 -4.15772 -1.814 -1.183 -1.400
O 0.43839 -3.22362 -3.00269 -0.382 1.451 1.942
C -0.61194 -2.70457 -2.28253 -3.303 1.150 -2.354
O -1.77321 -2.75601 -2.69860 1.794 -1.201 0.538
C -0.41957 -1.63373 -1.21848 0.585 -1.371 2.284
C -1.41834 -1.75816 0.11501 2.934 -0.976 1.117
C -1.50630 -3.21023 0.78732 -1.127 2.270 -0.211
C -2.17667 -3.17439 2.20959 -1.761 -2.006 -2.628
S -2.65467 -4.90921 2.67640 -1.345 -2.429 -1.994
C -1.13704 -5.68984 3.36264 -1.882 1.508 2.274
O -3.70901 -4.87940 3.64536 0.283 1.010 1.774
O -3.12928 -5.73227 1.54749 1.824 1.352 0.176
C -0.64033 -0.30232 -1.90298 0.316 1.220 -1.440
C -0.42500 0.94004 -1.01392 -1.390 -0.657 -0.461
C -1.47622 1.59792 -0.38619 -0.846 2.285 0.758
C -1.33323 2.91574 0.18009 2.841 -2.536 -2.308
C -0.15892 3.63618 -0.01593 0.519 -0.665 -0.198
N 0.00486 4.95700 0.44806 -0.776 -2.239 -0.626
S 1.30314 5.72409 1.11277 1.900 -0.245 -1.624
O 1.26395 6.97849 0.36125 -0.225 0.199 1.055
O 0.98612 5.72956 2.51245 0.261 0.659 0.855
O 2.46067 4.91508 0.73310 -0.205 0.040 0.611
C 0.82017 2.95106 -0.71643 3.172 -1.279 -0.758
C 0.79060 1.56986 -1.08621 -0.897 1.748 0.327
C 0.99164 -1.81960 -0.72153 0.859 0.666 2.373
O 1.20633 -2.19751 0.42965 -0.035 0.375 -2.081
O 2.00295 -1.41106 -1.56056 -0.748 -0.142 1.490
C 3.17359 -1.28621 -0.74082 0.820 -1.768 0.149
H 0.87328 -4.04278 -4.86429 0.041 0.178 0.761
H -0.32450 -4.90105 -3.78408 0.088 0.843 -0.990
H -0.78540 -3.34887 -4.74397 1.160 -0.898 1.191
H -2.39104 -1.52881 -0.12524 -2.263 0.462 -1.345
H -1.22474 -0.98831 0.91903 0.793 -0.658 -1.201
H -2.12121 -3.69013 0.04195 -0.421 -0.929 0.369
H -0.57836 -3.70916 0.85613 1.103 -0.307 -0.004
H -1.59208 -2.84552 3.00298 1.266 0.871 1.254
H -3.17664 -2.68486 2.22881 0.715 -0.204 -0.069
H -1.16476 -5.34113 4.43264 0.043 -0.434 -0.853
H -1.11687 -6.76370 3.35956 -0.348 -0.309 -0.488
H -0.30124 -5.22463 2.95043 1.483 0.473 -1.084
H -1.68220 -0.31576 -2.30340 0.772 0.055 0.317
H 0.07636 -0.19469 -2.83036 -1.359 -0.351 1.734
H -2.50797 1.26893 -0.42098 0.097 -0.631 0.063
H -1.97123 3.49606 0.69186 -3.300 1.098 1.786
H -0.58059 5.65140 0.09579 -1.368 0.862 -0.705
H 1.74947 3.47535 -0.96571 -0.366 -0.029 0.390
H 1.51581 0.92372 -1.57168 0.748 1.119 -0.066
H 4.03008 -1.06211 -1.29894 0.839 0.514 -1.796
H 3.12266 -0.46862 -0.04210 -0.593 -0.160 0.720
H 3.43369 -2.30272 -0.34345 -0.499 1.197 0.375